# C25H30BrCsF2KN5NaO6

A molecular structure, C25H30BrCsF2KN5NaO6 at a distorted geometry (ωB97M-V/def2-TZVPD, OMol25).

The calculation puts the LUMO energy at -2.767 eV. The HOMO energy comes out at -4.92 eV. The net charge is -1. The value obtained for the orbital gap is 2.15 eV. As for the largest force on an atom: 12.706 eV/A.

Last column: Löwdin charge in e.
Atoms and positions in Å:
C1 0.592 2.547 1.028  0.17
C2 -0.404 2.063 0.576  -0.13
N1 -1.461 1.376 0.037  -0.16
N2 -1.946 1.919 -1.113  0.08
C3 -2.958 1.170 -1.560  -0.14
C4 -3.481 0.014 -1.042  0.01
C5 -2.915 -0.521 0.210  -0.15
C6 -3.461 -1.787 0.782  -0.06
C7 -2.408 -2.890 0.990  -0.42
C8 -3.020 -3.951 1.922  0.00
O1 -1.995 -3.541 -0.169  -0.02
C9 -1.069 -2.658 -0.767  -0.13
C10 0.157 -2.440 0.128  -0.21
C11 0.467 -3.268 1.170  -0.04
C12 1.518 -3.001 2.019  -0.14
C13 2.283 -1.861 1.816  -0.36
C14 1.975 -0.998 0.746  -0.29
C15 0.911 -1.305 -0.097  -0.04
C16 -1.894 0.242 0.700  -0.21
C17 -1.179 -0.139 1.992  -0.47
H1 1.480 2.968 1.430  0.04
H2 -3.393 1.574 -2.462  0.13
H3 -4.288 -0.477 -1.557  0.12
H4 -4.199 -2.130 0.060  0.15
H5 -4.027 -1.632 1.697  0.12
H6 -1.560 -2.492 1.542  0.08
H7 -3.623 -3.460 2.685  0.08
H8 -2.250 -4.536 2.415  0.08
H9 -3.702 -4.589 1.369  0.10
H10 -0.734 -3.102 -1.697  0.14
H11 -1.486 -1.679 -1.029  0.12
H12 -0.133 -4.149 1.343  0.13
H13 1.752 -3.644 2.853  0.13
H14 3.100 -1.613 2.484  0.08
H15 2.521 -0.063 0.543  0.00
H16 0.637 -0.647 -0.911  0.14
H17 -1.727 -0.946 2.508  0.08
H18 -0.179 -0.502 1.688  -0.13
H19 -1.074 0.704 2.695  -0.01
C18 -6.579 2.005 -0.073  -0.03
C19 -6.264 0.521 0.199  -0.77
O2 -5.477 0.332 1.188  -0.11
O3 -6.756 -0.305 -0.571  -0.02
H20 -6.046 2.531 0.696  0.03
H21 -6.210 2.279 -1.064  0.07
H22 -7.641 2.240 -0.025  0.07
K1 4.475 -0.268 0.323  0.94
N3 3.121 2.010 -3.625  -0.01
C20 3.059 3.327 -3.239  -0.17
C21 3.947 4.027 -4.008  -0.12
C22 4.567 3.100 -4.893  -0.09
C23 4.038 1.867 -4.636  -0.12
H23 2.581 1.265 -3.230  0.13
H24 2.392 3.646 -2.454  0.09
H25 4.135 5.086 -3.945  0.08
H26 5.320 3.313 -5.632  0.10
H27 4.236 0.904 -5.080  0.10
F1 0.736 -4.304 -1.112  -0.29
Cs1 0.577 -0.508 3.376  1.69
C24 2.601 3.202 4.044  -0.17
C25 3.304 2.122 3.391  -0.31
N4 3.861 1.246 2.902  0.13
H28 3.005 4.160 3.724  0.09
H29 1.539 3.156 3.790  0.06
H30 2.724 3.106 5.165  -0.15
F2 0.469 -6.175 -0.231  -0.36
Na1 -3.260 2.335 0.917  0.66
Br1 4.001 3.252 6.866  -0.45
N5 6.685 -0.007 -4.950  -0.66
O4 7.454 0.969 -4.894  -0.08
O5 6.296 -0.559 -3.890  -0.13
O6 6.281 -0.432 -6.050  -0.08